C6H13O2 | ωB97M-V/def2-TZVPD

Calculated values
DFT total energy ... -10529.1274 eV
LUMO ... 3.55 eV
Molecular weight ... 117.17 g/mol
Total charge ... -1

Last column: Löwdin charge in e.
Atoms and positions in Å:
1 C 0.676 -0.160 -2.034  -0.32
2 C 1.599 0.281 -0.878  -0.12
3 C -0.018 1.041 -2.690  -0.13
4 H 1.217 -0.727 -2.803  0.09
5 H -0.057 -0.851 -1.623  0.07
6 H 1.403 1.307 -0.550  0.08
7 H -0.793 1.381 -2.005  0.07
8 H 0.690 1.851 -2.878  0.06
9 H 2.636 0.233 -1.220  0.06
10 H 1.455 -0.266 0.045  0.04
11 H -0.441 0.810 -3.670  0.06
12 C -0.835 -1.014 2.376  -0.21
13 C -1.319 -0.619 0.989  -0.12
14 C -0.119 0.191 3.053  -0.76
15 O -0.822 0.777 3.916  -0.11
16 O 1.026 0.509 2.651  -0.10
17 H -1.668 -1.208 3.047  0.08
18 H -0.289 -1.966 2.362  0.09
19 H -1.859 0.322 1.051  0.08
20 H -1.992 -1.378 0.565  0.06
21 H -0.489 -0.514 0.296  0.02

C25H40N | ωB97M-V/def2-TZVPD

Calculated values
DFT total energy ... -28059.4177 eV
LUMO ... -4.47 eV
Molecular weight ... 354.60 g/mol
Total charge ... +1

Last column: Löwdin charge in e.
Atoms and positions in Å:
1 C 4.441 0.337 2.963  -0.11
2 C 5.200 -0.871 2.424  -0.26
3 C 5.051 -1.050 0.913  -0.22
4 C 3.634 -1.437 0.492  -0.23
5 C 3.526 -1.782 -0.994  -0.21
6 C 3.871 -0.636 -1.950  -0.21
7 C 3.078 0.653 -1.733  -0.21
8 C 1.570 0.476 -1.890  -0.22
9 C 0.823 1.801 -1.753  -0.21
10 C -0.690 1.599 -1.816  -0.22
11 C -1.482 2.898 -1.644  -0.20
12 C -1.469 3.492 -0.228  -0.20
13 C -2.662 3.088 0.642  -0.20
14 C -2.673 1.597 0.973  -0.22
15 C -3.814 1.221 1.913  -0.15
16 C -3.820 -0.272 2.278  -0.11
17 N -3.922 -1.091 1.077  0.00
18 C -5.136 -1.240 0.560  0.01
19 C -5.367 -1.887 -0.644  0.01
20 C -4.294 -2.384 -1.346  0.05
21 C -2.999 -2.254 -0.818  -0.12
22 C -1.875 -2.759 -1.509  0.01
23 C -0.621 -2.643 -0.980  -0.04
24 C -0.446 -2.025 0.267  -0.03
25 C -1.513 -1.511 0.961  0.01
26 C -2.817 -1.597 0.439  -0.11
27 H 4.746 1.241 2.440  0.07
28 H 3.367 0.214 2.844  0.06
29 H 4.650 0.470 4.022  0.07
30 H 6.260 -0.747 2.654  0.11
31 H 4.856 -1.775 2.934  0.11
32 H 5.738 -1.832 0.583  0.12
33 H 5.341 -0.122 0.419  0.11
34 H 3.328 -2.314 1.072  0.11
35 H 2.946 -0.625 0.730  0.09
36 H 2.510 -2.127 -1.205  0.08
37 H 4.198 -2.615 -1.210  0.11
38 H 4.934 -0.407 -1.861  0.11
39 H 3.702 -0.986 -2.972  0.11
40 H 3.422 1.390 -2.462  0.12
41 H 3.293 1.057 -0.742  0.11
42 H 1.356 0.037 -2.868  0.12
43 H 1.198 -0.214 -1.129  0.08
44 H 1.132 2.479 -2.550  0.12
45 H 1.096 2.265 -0.803  0.11
46 H -0.941 1.169 -2.789  0.12
47 H -0.975 0.868 -1.055  0.08
48 H -2.519 2.730 -1.947  0.11
49 H -1.064 3.630 -2.336  0.11
50 H -0.546 3.215 0.282  0.10
51 H -1.479 4.580 -0.306  0.11
52 H -3.589 3.354 0.130  0.12
53 H -2.624 3.659 1.572  0.12
54 H -1.717 1.337 1.431  0.12
55 H -2.773 1.039 0.041  0.10
56 H -3.730 1.788 2.841  0.13
57 H -4.767 1.485 1.448  0.12
58 H -2.922 -0.528 2.835  0.12
59 H -4.681 -0.488 2.914  0.14
60 H -5.958 -0.821 1.121  0.15
61 H -6.376 -1.981 -1.011  0.12
62 H -4.431 -2.875 -2.297  0.14
63 H -2.034 -3.243 -2.459  0.13
64 H 0.235 -3.030 -1.510  0.11
65 H 0.544 -1.955 0.689  0.11
66 H -1.322 -1.047 1.913  0.11

C26H24FSi | ωB97M-V/def2-TZVPD

Calculated values
DFT total energy ... -37938.6117 eV
LUMO ... -5.93 eV
Molecular weight ... 383.56 g/mol
Total charge ... +1

Last column: Löwdin charge in e.
Atoms and positions in Å:
1 F 3.965 4.863 2.632  0.04
2 C 3.426 3.618 2.385  -0.23
3 C 4.252 2.510 2.508  -0.01
4 C 3.711 1.254 2.200  -0.07
5 C 2.371 1.126 1.826  -0.06
6 C 1.554 2.257 1.701  -0.21
7 C 0.156 2.160 1.105  -0.10
8 C -1.053 2.504 1.961  -0.21
9 C -2.284 1.850 1.757  -0.06
10 C -3.479 2.476 2.121  -0.08
11 C -3.441 3.709 2.793  -0.09
12 C -2.212 4.234 3.219  -0.06
13 C -1.022 3.595 2.844  -0.04
14 C 2.089 3.518 2.007  0.02
15 H 5.282 2.629 2.837  0.12
16 H 4.347 0.370 2.251  0.11
17 H 1.940 0.143 1.618  0.09
18 H 0.014 1.163 0.650  0.09
19 H -2.296 0.861 1.288  0.09
20 H -4.443 2.026 1.873  0.11
21 H -4.368 4.259 2.984  0.11
22 H -2.191 5.142 3.828  0.11
23 H -0.058 3.951 3.198  0.10
24 H 1.467 4.412 1.931  0.13
25 C -0.837 -2.602 1.016  -0.15
26 Si -0.469 -1.973 -0.695  1.03
27 H 0.151 2.890 0.306  0.13
28 C 1.131 -2.525 -1.433  -0.29
29 C 2.206 -1.607 -1.509  -0.10
30 C 3.405 -1.983 -2.120  -0.06
31 C 3.558 -3.272 -2.646  -0.05
32 C 2.509 -4.197 -2.541  -0.06
33 C 1.300 -3.836 -1.933  -0.07
34 C -1.864 -1.999 -1.899  -0.29
35 C -1.881 -0.925 -2.830  -0.09
36 C -2.731 -0.977 -3.938  -0.06
37 C -3.574 -2.077 -4.132  -0.04
38 C -3.647 -3.078 -3.155  -0.06
39 C -2.828 -3.030 -2.020  -0.07
40 H -0.943 -3.697 0.980  0.07
41 H -0.006 -2.348 1.691  0.05
42 H -1.765 -2.152 1.401  0.05
43 H 2.084 -0.606 -1.091  0.09
44 H 4.225 -1.265 -2.182  0.12
45 H 4.501 -3.554 -3.131  0.12
46 H 2.644 -5.207 -2.934  0.12
47 H 0.487 -4.562 -1.842  0.11
48 H -1.210 -0.075 -2.683  0.10
49 H -2.717 -0.151 -4.650  0.12
50 H -4.186 -2.136 -5.036  0.12
51 H -4.354 -3.902 -3.279  0.12
52 H -2.914 -3.784 -1.233  0.11

C32H45BF4LuN11O7P3S2 | ωB97M-V/def2-TZVPD

Calculated values
DFT total energy ... -159358.8467 eV
LUMO ... 2.03 eV
Molecular weight ... 1114.61 g/mol
Total charge ... -1

Last column: Löwdin charge in e.
Atoms and positions in Å:
1 Lu -0.192 0.008 -0.265  1.61
2 C 4.604 3.203 -1.757  -0.05
3 N 3.351 2.523 -1.900  -0.14
4 C 2.564 2.533 -3.003  -0.04
5 C 1.439 1.829 -2.684  -0.16
6 N 1.531 1.376 -1.408  -0.02
7 C 2.691 1.815 -0.954  -0.50
8 P 3.369 1.654 0.720  1.20
9 C 3.030 -0.088 1.137  -0.47
10 N 1.873 -0.580 1.552  0.03
11 C 2.149 -1.804 2.063  -0.12
12 C 3.490 -2.052 1.962  -0.06
13 N 4.043 -0.954 1.387  -0.13
14 C 5.405 -0.782 0.970  -0.04
15 C 1.923 2.251 1.665  -0.49
16 N 0.678 1.813 1.593  0.03
17 C -0.009 2.494 2.545  -0.15
18 C 0.826 3.355 3.199  -0.05
19 N 2.055 3.186 2.639  -0.13
20 C 3.262 3.881 2.981  -0.05
21 H 4.913 3.585 -2.729  0.09
22 H 5.368 2.518 -1.388  0.08
23 H 4.495 4.040 -1.065  0.08
24 H 2.856 3.030 -3.904  0.12
25 H 0.590 1.609 -3.303  0.03
26 H 1.364 -2.412 2.468  0.09
27 H 4.080 -2.906 2.220  0.12
28 H 5.989 -1.659 1.243  0.09
29 H 5.836 0.103 1.449  0.08
30 H 5.440 -0.660 -0.114  0.09
31 H -1.054 2.323 2.702  0.08
32 H 0.638 4.075 3.971  0.12
33 H 3.069 4.549 3.818  0.09
34 H 3.608 4.465 2.127  0.08
35 H 4.041 3.168 3.262  0.08
36 S -0.446 -0.625 -3.336  0.63
37 C -1.996 -1.188 -2.970  -1.10
38 S -2.530 -0.890 -1.330  0.61
39 C -2.846 -1.874 -3.842  -0.41
40 C -2.602 -2.028 -5.206  -0.28
41 N -2.500 -2.152 -6.350  0.12
42 C -4.012 -2.453 -3.350  -0.30
43 N -4.954 -2.966 -2.918  0.13
44 C -5.928 -0.790 -0.509  -0.07
45 C -5.736 0.276 0.558  -0.41
46 C -6.535 -0.066 1.810  -0.04
47 O -4.359 0.520 0.856  -0.17
48 P -3.290 -0.344 1.621  0.48
49 O -1.976 0.304 1.494  -0.35
50 C -3.402 -2.127 1.231  -0.25
51 P -1.696 -2.736 1.505  0.51
52 O -0.635 -1.936 0.883  -0.40
53 O -1.663 -4.295 1.189  -0.18
54 C -1.635 -4.926 -0.110  -0.41
55 C -0.778 -4.189 -1.122  -0.03
56 C -3.058 -5.128 -0.621  -0.04
57 O -1.448 -2.678 3.071  -0.16
58 C -1.865 -3.515 4.144  -0.43
59 C -3.327 -3.924 4.054  -0.04
60 C -0.950 -4.731 4.244  -0.04
61 O -3.790 -0.467 3.163  -0.21
62 C -3.541 0.537 4.149  -0.42
63 C -2.123 0.392 4.694  -0.03
64 C -3.808 1.938 3.612  -0.04
65 H -6.908 -0.672 -0.964  0.09
66 H -5.866 -1.789 -0.086  0.07
67 H -5.174 -0.694 -1.285  0.03
68 H -6.067 1.244 0.158  0.15
69 H -6.174 -1.002 2.233  0.07
70 H -7.586 -0.171 1.548  0.09
71 H -6.434 0.715 2.558  0.07
72 H -3.658 -2.259 0.180  -0.01
73 H -4.132 -2.613 1.868  0.07
74 H -1.183 -5.904 0.114  0.14
75 H -1.248 -3.245 -1.396  0.04
76 H -0.678 -4.791 -2.023  0.10
77 H 0.212 -3.980 -0.725  0.09
78 H -3.460 -4.195 -1.013  0.05
79 H -3.700 -5.501 0.177  0.08
80 H -3.050 -5.857 -1.428  0.09
81 H -1.722 -2.888 5.036  0.13
82 H -3.487 -4.498 3.146  0.08
83 H -3.967 -3.044 4.060  0.07
84 H -3.582 -4.542 4.913  0.09
85 H -1.077 -5.351 3.362  0.07
86 H -1.189 -5.307 5.135  0.08
87 H 0.085 -4.406 4.303  0.08
88 H -4.268 0.306 4.946  0.14
89 H -1.425 0.414 3.862  0.06
90 H -2.010 -0.561 5.205  0.07
91 H -1.901 1.200 5.388  0.08
92 H -3.199 2.105 2.728  0.06
93 H -3.578 2.683 4.370  0.09
94 H -4.852 2.044 3.329  0.07
95 F 1.409 -1.567 -1.009  -0.06
96 B 2.708 -2.007 -1.518  -1.33
97 F 3.517 -0.877 -1.549  0.12
98 F 2.582 -2.572 -2.738  0.18
99 F 3.240 -2.910 -0.621  0.14
100 O -1.119 2.009 -0.879  -0.32
101 N -1.608 2.967 -0.176  0.01
102 C -0.854 4.000 0.173  -0.34
103 C -1.422 4.946 1.044  -0.23
104 N -1.817 5.720 1.799  0.14
105 C 0.514 4.221 -0.076  -0.16
106 N 1.648 4.383 -0.223  0.21

| no. | gap between HOMO and LUMO (eV) |
| --- | --- |
| 1 | 7.42 |
| 2 | 8.22 |
| 3 | 5.24 |
| 4 | 6.46 |